The following is a quantum chemistry calculation of a structure of composition C5H7LiO3Yb at a distorted geometry, from the OMol25 dataset.

Summary:
F_max   6.72 eV Å⁻¹
Gap between HOMO and LUMO (alpha / beta)   4.5909 / 4.2307 eV
E_HOMO (alpha / beta)   -22.3 / -26.6 eV
Total charge   +4
Multiplicity   3

```
17
Properties=species:S:1:pos:R:3:forces:R:3:lowdin_charge:R:1
C -3.0625 0.2199 -0.6400 5.055 1.431 -4.197 0.207
C -3.6924 0.1152 0.5054 0.410 -1.661 5.943 0.379
H -3.3356 -0.0643 -1.6535 -0.208 0.185 -0.299 0.200
H -4.6910 -0.3111 0.5766 -0.643 0.505 0.225 0.181
H -2.9176 0.0488 1.4136 -2.255 0.509 -1.188 0.224
O -1.5802 0.7185 -0.6033 -5.438 0.514 -1.257 -0.089
Li -2.0823 -2.5789 -0.1505 0.491 -1.464 0.304 0.909
O -0.8857 -1.1442 0.4561 -0.687 -0.108 -0.863 0.116
C -0.6489 -0.1162 -0.1392 2.671 -1.330 1.566 -0.604
O 0.5099 0.4978 -0.2928 -1.657 0.305 -0.206 -0.004
C 1.6870 0.0281 0.3277 1.109 -0.583 0.111 0.016
C 2.8970 0.7998 0.0126 -0.277 -0.024 -0.056 0.001
H 1.6251 -1.0122 0.6407 0.015 0.249 0.076 0.159
H 3.5642 0.2396 -0.6674 -0.075 0.124 0.216 0.140
H 3.4367 0.9965 0.9457 0.184 -0.027 -0.089 0.133
H 2.6528 1.7637 -0.4596 0.156 -0.115 0.086 0.085
Yb -0.5442 2.8120 -0.8065 1.151 1.489 -0.372 1.947
```
Forces are in eV/Å.